[1]
188
Properties=species:S:1:pos:R:3 method="wB97M-V/def2-TZVPD" charge=0 multiplicity=2 energy_ev=-117366.621 s2=0.78 e_lumo_ev="-0.9693 / -0.9604" homo_lumo_gap_ev="6.6 / 6.7"
O 0.67340 -0.39860 0.59156
V 0.84805 -0.60761 -0.95822
Ag 1.15773 4.01897 -0.41896
B 0.65464 1.65488 -1.46190
H -0.12290 1.41767 -0.75239
H 1.62439 1.56202 -0.99801
H 0.67990 0.85500 -2.18564
H 0.44313 2.62615 -1.88159
C 4.14936 -0.87862 0.47786
O 3.18789 -0.61559 -0.48872
H 4.16069 -1.93212 0.75733
H 5.16022 -0.74941 0.09114
H 3.87050 -0.37015 1.40079
C -2.36325 -2.01899 -2.04076
O -1.36842 -1.16652 -1.43714
H -3.12062 -2.34250 -1.32673
H -3.02553 -1.45102 -2.69414
H -1.84500 -2.80887 -2.58447
C -7.37365 -0.33262 -1.80108
C -6.11452 0.20207 -1.21536
C -5.53373 -0.47267 0.08717
O -4.79783 0.43565 0.87292
C -3.34667 0.43184 0.66949
N -5.11677 0.17794 -2.23797
H -8.06353 -0.34053 -0.95721
H -7.36152 -1.37027 -2.13459
H -7.71263 0.11168 -2.73693
H -6.30642 1.23813 -0.93634
H -5.09508 -1.46681 0.00125
H -6.47661 -0.70796 0.58084
H -3.06782 0.60241 -0.37034
H -2.92927 -0.54912 0.89663
H -2.76389 1.09646 1.30725
H -4.50728 -0.57339 -1.94792
H -4.52043 0.99309 -2.24179
C -2.96509 4.80563 -2.94712
C -2.65396 3.83160 -1.77800
C -3.88404 3.92288 -0.84219
O -3.77931 5.07800 0.04037
C -4.67942 5.24472 1.15376
N -2.38878 2.55786 -2.40146
H -2.17040 5.01734 -3.66248
H -3.10386 5.81914 -2.57080
H -3.80941 4.37850 -3.48821
H -1.78750 4.19020 -1.22235
H -3.81363 2.99974 -0.26689
H -4.86277 3.84166 -1.31503
H -5.67813 5.22290 0.71765
H -4.47533 6.29447 1.36464
H -4.53809 4.62116 2.03654
H -1.84951 1.96928 -1.78270
H -1.75646 2.66571 -3.18161
C 1.18605 4.60221 5.61239
C 1.81893 4.10214 4.24374
C 0.66414 3.66344 3.34448
O -0.10481 2.46675 3.79779
C 0.53516 1.15612 3.73735
N 2.59822 5.21589 3.73322
H 0.55617 5.46061 5.37893
H 1.80881 4.84636 6.47300
H 0.51423 3.85537 6.03546
H 2.35220 3.19638 4.53240
H 1.12267 3.33986 2.41006
H -0.06409 4.45609 3.17274
H 1.13841 0.94605 2.85414
H -0.21189 0.37558 3.88147
H 1.33199 1.02708 4.46983
H 2.98121 5.85930 4.41104
H 3.40331 4.92458 3.19744
C -2.46997 -2.85578 3.32315
C -3.45845 -1.77009 3.93078
C -3.80351 -2.14232 5.31418
O -4.39909 -3.40757 5.57278
C -5.62081 -3.57585 4.87369
N -2.77197 -0.54508 3.87675
H -2.88286 -3.86115 3.40594
H -1.46613 -2.80884 3.74530
H -2.35430 -2.73559 2.24599
H -4.42151 -1.61398 3.44473
H -4.40121 -1.31843 5.70413
H -2.88222 -2.18630 5.89502
H -6.27061 -2.81286 5.30230
H -6.11976 -4.50430 5.15141
H -5.66882 -3.52013 3.78618
H -3.15145 0.16613 4.48525
H -2.89395 -0.12229 2.96764
C 2.14202 -3.13288 -4.55216
C 1.37425 -2.69758 -3.25418
C 1.97621 -3.46291 -1.97058
O 1.19109 -3.15244 -0.78765
C 1.63607 -3.82594 0.35431
N 1.55641 -1.22331 -3.20189
H 2.20309 -4.22058 -4.51646
H 3.06139 -2.57170 -4.71928
H 1.38172 -2.93824 -5.30858
H 0.31085 -2.92836 -3.31748
H 3.05432 -3.32953 -1.88117
H 1.86378 -4.52745 -2.17608
H 2.70007 -3.60201 0.43085
H 1.45794 -4.89842 0.27586
H 1.18646 -3.29669 1.19445
H 2.54992 -1.04280 -3.22300
H 1.20935 -0.77983 -4.04032
C -3.47103 -7.20365 0.86504
C -2.67972 -6.12511 1.61796
C -2.01932 -6.67071 2.86481
O -2.68967 -7.41014 3.81349
C -3.74052 -6.70261 4.59244
N -1.63444 -5.58288 0.75062
H -4.40197 -6.87475 0.40322
H -3.81867 -7.97656 1.55051
H -2.94709 -7.65656 0.02333
H -3.33344 -5.30345 1.91059
H -1.53205 -5.81394 3.33024
H -1.22087 -7.32057 2.50666
H -4.41414 -6.15648 3.93208
H -3.38123 -5.94425 5.28806
H -4.27869 -7.33152 5.30163
H -0.98731 -4.89643 1.11134
H -1.93293 -5.53254 -0.21295
C 1.56844 -2.24459 4.80448
C 2.85002 -1.58511 4.27229
C 3.69422 -0.79343 5.33327
O 4.79188 -0.08406 4.71591
C 4.73145 1.30513 4.98390
N 3.66970 -2.74483 3.82970
H 0.96841 -2.71309 4.02437
H 0.79903 -1.63745 5.28145
H 1.69614 -3.14529 5.40491
H 2.66888 -0.93126 3.41919
H 3.91539 -1.46955 6.15913
H 2.93973 -0.09373 5.69282
H 5.72033 1.71469 4.77780
H 4.60970 1.52799 6.04391
H 4.05070 1.88727 4.36278
H 4.62233 -2.50935 3.59065
H 3.69174 -3.51687 4.48053
C 6.05864 -1.50996 -3.83272
C 5.80952 -0.02806 -3.43855
C 6.45398 0.98049 -4.47132
O 6.06711 2.33221 -4.04289
C 6.59125 3.39111 -4.88271
N 4.40873 0.29586 -3.42052
H 5.31778 -1.96144 -4.49255
H 6.11379 -2.20568 -2.99544
H 7.03102 -1.52293 -4.32506
H 6.20280 0.15279 -2.43818
H 6.06059 0.85336 -5.47987
H 7.53000 0.82631 -4.55201
H 7.19055 3.05151 -5.72747
H 7.32132 4.02156 -4.37514
H 5.82859 4.14225 -5.08823
H 4.07585 -0.01743 -2.51989
H 4.63138 1.28100 -3.41527
C -3.11001 -0.76545 -5.88401
C -2.79197 0.58314 -5.19872
C -1.64710 1.25696 -5.96517
O -1.21795 2.38633 -5.30279
C 0.27535 2.54828 -5.30812
N -3.98527 1.35602 -5.13825
H -3.31657 -0.67339 -6.95030
H -3.93926 -1.25256 -5.37100
H -2.29896 -1.47765 -5.73215
H -2.64977 0.35880 -4.14158
H -1.99209 1.79954 -6.84534
H -0.82238 0.57726 -6.17952
H 0.56598 3.50053 -4.86443
H 0.72046 2.55484 -6.30307
H 0.78106 1.78291 -4.71942
H -4.64810 0.86234 -4.55770
H -3.76368 2.24863 -4.72082
C 5.74141 3.09383 0.57446
C 4.29570 3.48210 0.20060
C 4.04622 3.34358 -1.31947
O 3.10501 4.33493 -1.66735
C 2.92543 4.40371 -3.10799
N 3.29856 2.87752 0.98708
H 5.93341 2.07861 0.22725
H 5.78795 3.08396 1.66342
H 6.47771 3.78770 0.16885
H 4.17379 4.52378 0.49749
H 3.73760 2.36139 -1.67746
H 4.91851 3.64141 -1.90128
H 3.68385 3.92665 -3.72872
H 2.94775 5.43434 -3.46211
H 1.92560 3.97044 -3.13509
H 3.74970 2.36194 1.72921
H 2.96509 2.12031 0.40783

=====

[2]
207
Properties=species:S:1:pos:R:3 method="wB97M-V/def2-TZVPD" charge=0 energy_ev=-247595.460 e_lumo_ev=-0.0970 homo_lumo_gap_ev=8.1 e_above_lowest_kj_mol=865.0
O -5.56628 -2.57149 -5.63595
P -4.57900 -2.51009 -6.76484
N -2.91110 -2.23907 -6.24251
C -2.71709 -1.98988 -4.83304
C -1.72052 -2.18216 -6.99314
N -5.12462 -1.38963 -7.92119
C -6.50475 -1.11733 -8.07588
C -4.27081 -0.44739 -8.56458
N -4.63363 -4.02652 -7.56739
C -4.81090 -5.22938 -6.79772
C -3.79726 -4.18906 -8.73957
H -3.53500 -2.45257 -4.28073
H -2.41180 -0.96675 -4.61372
H -1.88308 -2.58585 -4.46246
H -1.42034 -1.13539 -6.94563
H -1.89560 -2.41088 -8.04439
H -1.03990 -2.82779 -6.43815
H -7.08471 -2.00870 -8.31505
H -6.98559 -0.58412 -7.25577
H -6.76271 -0.37948 -8.83557
H -4.63387 -0.38636 -9.59052
H -4.19076 0.54516 -8.12126
H -3.23755 -0.74547 -8.74241
H -4.78393 -6.09046 -7.46548
H -3.95444 -5.28808 -6.12605
H -5.69138 -5.10883 -6.16660
H -4.47499 -4.70569 -9.41919
H -2.84041 -4.70024 -8.63357
H -3.66644 -3.19737 -9.17262
O 2.29559 -3.81344 1.59405
P 3.64232 -4.40831 1.54454
N 4.05135 -5.14488 0.10230
C 3.60961 -4.57948 -1.16700
C 5.17127 -6.11993 -0.06094
N 3.95693 -5.60672 2.72969
C 5.26464 -5.74105 3.35669
C 2.99140 -6.69461 2.81380
N 4.86900 -3.21852 1.80144
C 4.65159 -2.25053 2.95091
C 6.15845 -3.29262 1.03588
H 2.52875 -4.43859 -1.16640
H 3.64576 -5.31346 -1.97203
H 4.12567 -3.66218 -1.45047
H 6.01492 -5.81539 0.55843
H 5.40853 -6.34350 -1.10105
H 4.67303 -7.03813 0.25014
H 5.83614 -4.82352 3.49673
H 5.01893 -6.18029 4.32354
H 5.87143 -6.31487 2.65623
H 2.08143 -6.13670 3.03469
H 2.94294 -7.25638 1.88098
H 3.20015 -7.38911 3.62755
H 4.13106 -2.79707 3.73732
H 5.62586 -1.97308 3.35331
H 4.03910 -1.41020 2.62412
H 6.63338 -4.24484 1.27213
H 6.87049 -2.54173 1.37830
H 6.02938 -3.12654 -0.03364
O -4.29664 1.49112 1.24146
P -4.54936 1.71735 -0.20243
N -3.44664 2.72315 -1.12872
C -3.55085 3.00593 -2.51237
C -2.49327 3.51698 -0.41448
N -6.01367 2.56687 -0.37819
C -6.17709 4.02470 -0.42596
C -7.16134 1.78301 -0.50908
N -4.74615 0.24359 -1.17173
C -5.15143 0.32672 -2.61827
C -4.64601 -1.14480 -0.62933
H -2.69803 2.69344 -3.11499
H -3.28242 4.06139 -2.55774
H -4.48043 2.94967 -3.07877
H -2.76999 3.65985 0.63009
H -2.41390 4.51924 -0.83552
H -1.54275 2.99243 -0.31734
H -5.27880 4.35108 -0.95002
H -7.11285 4.33823 -0.88874
H -6.12300 4.39190 0.59890
H -7.81779 2.22131 0.24263
H -7.46736 1.79353 -1.55518
H -6.88563 0.79258 -0.14696
H -5.92511 1.08437 -2.74272
H -4.34809 0.64277 -3.28375
H -5.65075 -0.58713 -2.94022
H -3.60114 -1.45522 -0.62972
H -5.10984 -1.81580 -1.35233
H -5.14270 -1.15684 0.34085
C -1.85619 4.75280 3.04156
S -2.52881 4.03323 4.64242
O -1.62735 4.34223 5.88903
C -4.15837 4.78655 4.86767
H -1.45092 5.75404 3.18775
H -2.70209 4.75495 2.35413
H -1.11886 4.11316 2.55648
H -4.64056 4.37481 5.75428
H -4.65932 4.86862 3.90310
H -3.91178 5.79783 5.19112
C 1.24851 0.00610 1.83716
S -0.10737 1.19897 1.33101
O 0.72962 2.46528 0.98376
C -0.68779 0.29446 -0.20749
H 2.09154 -0.10931 1.15593
H 0.98083 -1.04167 1.97364
H 1.68459 0.43960 2.73717
H -1.54440 -0.35887 -0.04170
H 0.22844 -0.18968 -0.54546
H -1.00779 0.94662 -1.02014
C 2.09171 6.00151 4.74377
S 2.93447 4.33012 4.46779
O 3.76816 3.82636 5.63656
C 1.41366 3.30061 4.38990
H 2.22222 6.70070 3.91781
H 2.51329 6.48550 5.62475
H 1.02190 5.79269 4.74190
H 0.54773 3.85028 4.75886
H 1.56705 2.31945 4.83922
H 1.20120 2.92089 3.39051
C 0.16040 8.45567 2.78424
S 1.20141 8.49472 1.31025
O 2.02071 7.21015 1.57736
C -0.06652 7.87369 0.11845
H 0.18146 7.39551 3.03669
H -0.90029 8.68613 2.68467
H 0.63242 9.01693 3.59064
H 0.22860 8.01183 -0.92170
H -1.04985 8.20254 0.45461
H -0.27276 6.80694 0.20558
C 6.57483 1.11930 3.08212
S 8.29700 0.99870 2.43195
O 8.67048 -0.40273 2.77680
C 7.83391 0.62691 0.65008
H 5.89302 0.28556 2.91445
H 6.00730 2.01049 2.81421
H 6.55330 1.09852 4.17171
H 7.29136 1.47720 0.23687
H 7.12887 -0.18798 0.48587
H 8.76635 0.46423 0.10954
C 0.99759 -0.18497 7.35413
S 0.41768 -1.21214 5.90118
O -0.09253 -0.14276 4.94736
C 2.15038 -1.84686 5.42769
H 1.95376 0.33771 7.37969
H 0.95087 -0.79703 8.25485
H 0.35027 0.69174 7.33278
H 2.71019 -0.91892 5.31084
H 2.14016 -2.11758 4.37189
H 2.56511 -2.55574 6.14433
C 1.36152 4.72391 -2.10795
S 1.34236 3.34542 -3.30776
O 2.20482 3.82030 -4.52513
C -0.41456 3.38454 -3.93245
H 0.88063 4.46245 -1.16536
H 0.73211 5.45806 -2.61091
H 2.32687 5.15802 -1.84766
H -0.91575 2.58838 -4.48294
H -0.71431 4.35111 -4.33740
H -0.82915 3.39108 -2.92440
C 3.78728 2.33509 -0.58882
S 4.61178 3.23598 0.84301
O 5.95699 3.70522 0.33354
C 3.54890 4.80800 0.75300
H 2.77568 2.02869 -0.32257
H 4.26761 1.40754 -0.90033
H 3.87756 2.99005 -1.45541
H 3.56624 5.32148 1.71432
H 2.55275 4.45420 0.48726
H 3.70876 5.49761 -0.07584
C 0.26549 -4.52844 5.04305
S -1.34876 -5.14130 5.60046
O -1.41217 -6.71626 5.74062
C -1.38600 -4.54199 7.31257
H 0.78917 -5.23864 4.40315
H 0.96528 -4.36001 5.86161
H 0.30977 -3.55585 4.55294
H -0.73224 -5.26251 7.80406
H -2.23555 -4.81739 7.93749
H -0.93216 -3.55131 7.33883
C 2.78684 -0.40301 -4.76129
S 3.91899 -0.11172 -3.29843
O 3.93786 -1.39290 -2.45522
C 5.61634 -0.02492 -4.09463
H 2.53378 0.56636 -5.19068
H 1.95750 -0.90447 -4.26245
H 3.18839 -1.03549 -5.55302
H 5.77441 -0.82136 -4.82182
H 6.25399 -0.30937 -3.25762
H 5.81506 0.95369 -4.53158
C -4.23155 -0.34595 3.84935
S -3.45767 -2.01612 3.93453
O -4.52340 -3.00864 3.34863
C -2.23808 -1.61418 2.65025
H -5.10948 -0.27308 4.49124
H -4.57511 -0.03791 2.86185
H -3.47580 0.39652 4.10563
H -1.46153 -2.37359 2.55873
H -1.69143 -0.72509 2.96454
H -2.65666 -1.44673 1.65785
C -1.09805 -3.68809 -0.22978
S -1.44118 -3.25799 -2.02684
O -1.61793 -1.73493 -1.99443
C 0.24698 -3.48031 -2.76805
H -1.19356 -4.77250 -0.17461
H -1.81960 -3.32468 0.50192
H -0.10792 -3.54264 0.20216
H 1.14405 -3.05455 -2.31850
H 0.23609 -3.22392 -3.82742
H 0.51131 -4.53653 -2.81933